Record 1
Formula: C30H29BrF4N7OPS3Sr
Source: the Open Molecules 2025 dataset
Level of theory: ωB97M-V/def2-TZVPD

The value obtained for the total energy is -6159.0681 a.u. The calculation puts the energy above the lowest of the compared OMol25 structures with the same formula, charge and spin at 510.03 kJ/mol. The HOMO energy is -0.058 Ha. The calculation puts the frontier orbital gap at 5.18 eV.

Structure (ORCA input):
```
! RIJCOSX wB97M-V def2-TZVPD def2/J DEFGRID3
* xyz -2 1
Sr -1.59158 -0.84092 0.37090
S 0.58525 -2.29296 1.23880
C -0.44605 -3.49793 1.94538
S -1.87551 -3.06256 2.79749
C -0.11992 -4.84893 1.75272
C -0.81570 -5.90801 2.40413
N -1.31914 -6.82812 2.88896
C 0.83576 -5.27046 0.78640
N 1.56506 -5.59450 -0.05144
F 4.80397 4.91959 -0.81077
C 3.95249 3.86265 -0.80808
C 4.16590 2.84069 -1.72209
F 5.19440 2.92792 -2.60083
C 3.31887 1.75280 -1.74772
F 3.59975 0.84503 -2.72444
C 2.25961 1.64070 -0.83644
P 1.08486 0.14912 -0.96553
C 2.45273 -1.09654 -1.18892
C 3.55494 -0.92745 -0.34627
C 4.56263 -1.87273 -0.27397
C 4.51240 -3.01669 -1.05971
C 3.42217 -3.21120 -1.88829
C 2.39801 -2.27481 -1.92700
C 0.65822 0.73621 -2.68116
C 1.06672 0.14855 -3.87121
C 0.62769 0.64566 -5.09708
C -0.23568 1.72647 -5.13998
C -0.63902 2.32995 -3.95060
C -0.19383 1.84344 -2.73681
C 2.03012 2.67584 0.06072
Br -0.79151 2.07673 1.29301
C 2.88013 3.74317 0.04689
F 2.70291 4.80536 0.91539
H 3.59382 -0.06735 0.30903
H 5.38111 -1.72111 0.41924
H 5.29189 -3.76573 -0.99669
H 3.33648 -4.11581 -2.47674
H 1.53943 -2.52190 -2.54005
H 1.75477 -0.68724 -3.85152
H 0.95641 0.17196 -6.01550
H -0.58505 2.10843 -6.09209
H -1.31006 3.18008 -3.97194
H -0.50476 2.31307 -1.80833
C -1.23820 -2.54519 -3.43353
S -0.81258 -1.70537 -1.88896
C -1.55350 -3.10774 -0.85458
O -1.91383 -0.59479 -1.82765
H -0.90505 -3.58057 -3.38752
H -0.75399 -2.00527 -4.24490
H -2.32072 -2.48205 -3.51913
H -0.81518 -3.90614 -0.93401
H -2.49897 -3.41693 -1.30230
H -1.68424 -2.88335 0.23336
N 0.73730 0.78574 7.17142
N 0.04763 0.43544 6.01424
N -1.19854 0.02394 6.03039
C -1.41118 -0.14352 4.72711
N -0.34234 0.17549 3.98418
N 0.58933 0.53510 4.82930
H 0.85432 -0.05735 7.72354
H 1.64028 1.11797 6.85071
H -2.32877 -0.49920 4.29486
C -3.56248 2.78674 -0.00368
C -3.64159 2.48098 1.49631
C -3.52699 3.80113 2.27933
C -4.99347 1.83292 1.80480
C -2.55056 1.49008 1.93016
H -4.51783 3.17571 -0.37196
H -3.31446 1.87416 -0.55502
H -2.77942 3.51594 -0.21206
H -4.24503 4.55636 1.93424
H -2.51908 4.20553 2.16998
H -3.70946 3.61817 3.34196
H -5.82152 2.50518 1.55199
H -5.06071 1.57787 2.86598
H -5.08995 0.90263 1.24056
H -2.41988 1.50991 3.01300
*
```

These are the Mulliken partial charges, in e, on atoms 1 to 8: 0.6987, -0.1234, 0.3131, -0.3894, 0.5086, -0.1666, -0.6483, 0.0668

Record 2
Formula: C30H29Cl2N3O2PV
Source: the Open Molecules 2025 dataset
Level of theory: ωB97M-V/def2-TZVPD

The value obtained for the total energy is -3681.1803 a.u. The HOMO energy (alpha / beta) is -0.176 / -0.180 Ha. The calculation puts the frontier orbital gap (alpha / beta) at 7.10 / 7.39 eV.

Structure (ORCA input):
```
! RIJCOSX wB97M-V def2-TZVPD def2/J DEFGRID3
* xyz -1 2
V 0.54229 -0.13449 -0.19789
Cl 3.72697 0.77920 -0.50820
C 2.62385 -0.59450 -0.08291
Cl 0.42263 -2.36712 -0.62566
H 2.87372 -0.86003 0.94527
H 2.92034 -1.41852 -0.72490
C 1.62317 -3.44741 2.61364
C 1.33203 -2.82493 3.94890
C 1.80211 -3.44345 5.10565
C 1.54813 -2.92385 6.36567
C 0.79844 -1.76538 6.48886
C 0.32189 -1.13788 5.34751
C 0.58461 -1.64319 4.07532
P -0.05097 -0.78091 2.57504
C -0.59090 0.81316 3.28616
C -1.94017 1.15653 3.34447
C -2.33585 2.42373 3.75096
C -1.37356 3.36017 4.10479
C -0.02896 3.01981 4.05934
C 0.38649 1.75333 3.65651
C 1.85271 1.41554 3.63512
C -1.56373 -1.71092 2.20037
C -2.04905 -2.76161 2.97205
C -3.06515 -3.57590 2.49005
C -3.58533 -3.33153 1.22345
C -3.12025 -2.27086 0.46331
C -2.11124 -1.42566 0.93283
C -1.58330 -0.28814 0.16074
H 1.93452 -4.48562 2.73762
H 2.42432 -2.91510 2.09585
H 0.76142 -3.43004 1.94887
H 2.37672 -4.35882 5.00848
H 1.92948 -3.42683 7.24688
H 0.58204 -1.35063 7.46576
H -0.26285 -0.23063 5.44662
H -2.68391 0.42237 3.05702
H -3.38940 2.67549 3.79125
H -1.66867 4.35515 4.41803
H 0.72437 3.75399 4.32289
H 2.45550 2.31969 3.68867
H 2.12589 0.90359 2.70999
H 2.11042 0.75889 4.47015
H -1.61486 -2.96745 3.94315
H -3.42990 -4.40388 3.08694
H -4.36127 -3.97669 0.82487
H -3.53425 -2.08654 -0.52248
H -1.72968 0.64396 0.70833
H -2.09500 -0.18591 -0.79922
N -1.50749 3.17098 0.48068
N -0.21019 3.65358 0.58559
C 0.89013 2.83201 0.71597
O 1.95235 3.30936 1.04671
O 0.70026 1.56035 0.41942
H -2.01474 3.70399 -0.20914
H -1.97992 3.21318 1.37465
H -0.05633 4.56810 0.97162
N 0.20984 2.05791 -7.30664
C 0.27782 1.71084 -6.21188
C 0.35693 1.28004 -4.84271
C 1.30430 0.33053 -4.46271
C 1.37126 -0.08086 -3.14156
C 0.50349 0.43221 -2.17726
C -0.43236 1.38937 -2.57897
C -0.51440 1.81429 -3.89611
H 1.98147 -0.07459 -5.20448
H 2.11231 -0.81768 -2.85969
H -1.10004 1.81754 -1.84323
H -1.24357 2.55551 -4.19881
*
```

These are the natural (NBO) partial charges, in e, on atoms 1 to 8: 1.2513, -0.1027, -0.7547, -0.4290, 0.1834, 0.1971, -0.6503, 0.0180

Record 3
Formula: C30H29CrN3O3S3Si
Source: the Open Molecules 2025 dataset
Level of theory: ωB97M-V/def2-TZVPD

The value obtained for the total energy is -4079.3694 a.u. The calculation puts the energy above the lowest of the compared OMol25 structures with the same formula, charge and spin at 117.31 kJ/mol. The HOMO energy (alpha / beta) is -0.165 / -0.164 Ha. The calculation puts the frontier orbital gap (alpha / beta) at 6.06 / 5.82 eV.

Structure (ORCA input):
```
! RIJCOSX wB97M-V def2-TZVPD def2/J DEFGRID3
* xyz -1 4
Cr 0.73148 1.28018 0.86693
O -2.98806 2.09579 4.85533
C -2.88746 3.27178 4.20486
C -3.74628 4.30465 4.58507
C -3.70378 5.52226 3.93425
C -2.80619 5.74264 2.89624
C -1.93860 4.73372 2.53310
C -1.95712 3.49844 3.17968
C -0.98573 2.47710 2.73833
O 0.01584 2.82046 2.05086
N -1.19392 1.21667 3.11780
N -0.16178 0.49918 2.61839
C 0.38860 -0.48057 3.23638
C 1.73811 -0.79361 2.78988
C 2.45298 -1.89718 3.24587
C 3.76494 -2.04910 2.83727
C 4.32088 -1.11000 1.97889
C 3.53767 -0.04753 1.55028
N 2.29103 0.12797 1.96224
H -2.37385 1.46543 4.40561
H -4.44768 4.11724 5.38586
H -4.38635 6.30818 4.23413
H -2.79051 6.68911 2.37409
H -1.22746 4.86598 1.73033
H -0.01849 -0.91184 4.14684
H 1.98041 -2.61928 3.89561
H 4.34355 -2.89775 3.17375
H 5.33789 -1.19981 1.62823
H 3.90904 0.68587 0.84336
S -0.51595 4.10552 -2.40051
C -0.03444 3.00176 -1.27802
S -1.10836 1.87858 -0.52088
S 1.59213 2.83689 -0.71393
C 1.08961 -3.67016 -2.61896
C 1.44333 -2.79953 -1.41906
C 0.99207 -3.50981 -0.13731
C 2.96164 -2.64030 -1.34304
Si 0.53822 -1.11172 -1.46650
O 1.01097 -0.30056 -0.17712
C -1.30848 -1.53192 -1.34299
C -2.06651 -2.00178 -2.41349
C -3.39994 -2.34824 -2.26144
C -4.01056 -2.22645 -1.02305
C -3.27841 -1.75503 0.05510
C -1.94591 -1.41670 -0.10981
C 0.79952 -0.23673 -3.12785
C -0.25312 0.47473 -3.70802
C -0.09953 1.15621 -4.90472
C 1.11884 1.13521 -5.56371
C 2.17990 0.43827 -5.00938
C 2.01606 -0.23234 -3.80818
H 1.60110 -4.63639 -2.54747
H 1.38604 -3.20130 -3.55906
H 0.01796 -3.86886 -2.66500
H 1.49235 -4.48081 -0.04822
H -0.08460 -3.68497 -0.12796
H 1.24309 -2.91921 0.74396
H 3.42874 -3.61353 -1.14869
H 3.24515 -1.96543 -0.53626
H 3.39175 -2.25868 -2.26977
H -1.61267 -2.08313 -3.39548
H -3.96698 -2.70197 -3.11383
H -5.05501 -2.48608 -0.90193
H -3.75080 -1.63805 1.02185
H -1.38546 -1.03475 0.73475
H -1.20700 0.52575 -3.19941
H -0.92753 1.72527 -5.30553
H 1.24657 1.67541 -6.49343
H 3.14323 0.42965 -5.50505
H 2.87386 -0.74482 -3.39007
*
```

These are the natural (NBO) partial charges, in e, on atoms 1 to 8: 1.0549, -0.7096, 0.4318, -0.3147, -0.1749, -0.2688, -0.1176, -0.2522